Here is C28H42F12MnO21P2 as an isolated structure in a non-equilibrium geometry from the Open Molecules 2025 dataset. Energies are from wB97M-V/def2-TZVPD.

- molar mass (g/mol) = 1059.485
- 2S+1 = 6
- total charge = 0
- maximum force (eV/Å) = 6.6
- orbital gap (alpha / beta) (eV) = 10.516 / 10.514

The geometry in XYZ format:
```
106
Properties=species:S:1:pos:R:3:forces:R:3:lowdin_spin:R:1
Mn -0.597 0.204 -0.315 0.1 -1.5 -1.8 4.74
P -3.316 2.508 -0.706 -0.4 0.0 -0.6 0.00
F -2.131 3.638 -0.474 -1.9 0.2 0.1 0.00
F -1.977 1.550 -1.013 0.3 -1.0 -1.7 0.05
F -3.102 1.914 0.757 -0.8 0.5 0.9 0.00
F -4.300 1.260 -1.125 0.6 0.6 0.6 0.00
F -4.598 3.396 -0.202 1.9 -0.4 -1.1 0.00
F -3.346 2.906 -2.316 -0.1 0.3 1.5 0.00
P 0.710 0.490 2.255 0.9 -1.5 1.2 0.00
F -0.640 0.891 1.575 -3.6 3.0 0.2 0.04
F 1.425 0.890 0.858 1.0 0.9 -0.2 0.02
F 0.811 2.074 2.755 0.8 -2.7 0.6 0.00
F 2.143 -0.148 2.754 -1.9 1.4 0.3 0.00
F -0.158 -0.159 3.503 1.8 1.6 -0.4 0.00
F 0.322 -0.899 1.435 1.3 -2.1 0.2 0.03
C 2.404 -5.581 -1.950 -0.9 -1.8 0.0 0.00
C 2.948 -4.265 -2.172 0.0 2.3 -3.2 0.00
C 2.582 -3.555 -3.616 0.2 -1.1 1.8 0.00
O 1.994 -2.373 -3.137 -0.3 1.8 -2.4 0.00
C 1.887 -2.271 -1.833 -1.3 -0.5 -1.1 0.00
O 1.312 -1.410 -1.265 0.1 1.6 1.0 0.01
O 2.276 -3.371 -1.301 2.0 -1.9 2.8 0.00
H 2.876 -6.253 -2.667 0.0 -0.4 0.3 0.00
H 1.326 -5.611 -2.108 -0.1 0.2 -0.4 0.00
H 2.489 -5.900 -0.911 0.6 -0.2 -0.1 0.00
H 4.037 -4.218 -2.208 0.1 0.2 1.2 0.00
H 1.867 -4.139 -4.195 -0.2 0.1 0.1 0.00
H 3.431 -3.280 -4.242 0.1 -0.2 0.3 0.00
C 4.998 -0.799 1.808 0.2 0.4 0.2 0.00
C 4.363 -0.339 0.539 -0.8 1.4 1.3 0.00
C 4.914 0.996 0.047 0.3 0.5 0.1 0.00
O 5.187 0.718 -1.339 -0.4 0.3 -0.6 0.00
C 5.166 -0.621 -1.532 4.6 -1.3 -3.2 0.00
O 5.736 -1.219 -2.509 -3.3 2.5 3.6 0.00
O 4.841 -1.196 -0.403 0.0 -3.1 -2.4 0.00
H 4.757 -0.050 2.563 -0.1 -0.6 0.5 0.00
H 6.075 -0.805 1.641 0.1 0.1 0.1 0.00
H 4.729 -1.839 1.991 -0.4 0.3 0.6 0.00
H 3.275 -0.398 0.520 0.0 0.2 0.3 0.00
H 5.833 1.250 0.576 0.5 -0.4 -0.2 0.00
H 4.358 1.926 0.167 -0.8 -0.5 -0.4 0.00
C -0.782 -3.643 2.755 0.4 -0.1 -0.3 0.00
C -0.705 -4.771 3.798 2.5 4.1 0.8 0.00
C -1.418 -4.418 5.113 0.1 -0.8 -0.5 0.00
O -2.206 -5.585 5.281 -1.2 -1.1 -0.9 0.00
C -2.169 -6.354 4.092 -4.7 -1.7 2.4 0.00
O -2.991 -7.222 3.813 2.1 1.9 1.0 0.00
O -1.222 -5.944 3.356 1.3 -1.0 -2.6 0.00
H -0.054 -3.741 1.950 0.0 -0.5 -0.1 0.00
H -0.497 -2.666 3.145 -0.2 -0.1 0.6 0.00
H -1.760 -3.558 2.281 0.0 -0.2 0.3 0.00
H 0.332 -4.871 4.119 0.3 -0.5 -0.6 0.00
H -1.979 -3.490 5.004 -0.4 -0.2 0.2 0.00
H -0.749 -4.375 5.973 0.0 0.3 -0.2 0.00
C -0.978 1.393 -6.450 1.4 0.5 -0.1 0.00
C -1.672 0.895 -5.217 -1.8 0.3 0.1 0.00
C -2.541 -0.401 -5.388 1.9 1.0 0.1 0.00
O -2.151 -1.106 -4.227 -0.7 -0.7 1.2 0.00
C -1.299 -0.373 -3.457 -1.4 -5.5 3.4 0.01
O -0.966 -0.763 -2.337 -1.0 0.5 -1.4 0.02
O -0.887 0.605 -4.061 3.3 4.2 -2.3 0.00
H -0.489 2.356 -6.302 -0.9 0.6 0.1 0.00
H -1.665 1.385 -7.296 -0.1 0.3 0.2 0.00
H -0.065 0.911 -6.798 -0.3 -1.3 0.3 0.00
H -2.292 1.645 -4.725 -0.5 0.5 -1.0 0.00
H -2.166 -0.967 -6.240 -0.5 0.0 -0.2 0.00
H -3.605 -0.165 -5.403 0.1 -0.3 0.0 0.00
C -5.249 -4.378 2.340 0.2 0.7 -0.4 0.00
C -4.836 -3.213 1.388 -0.9 -1.0 -1.4 0.00
C -5.262 -1.803 1.683 -2.0 -1.5 1.9 0.00
O -4.157 -1.062 1.421 2.5 3.0 -1.2 0.00
C -3.134 -1.729 0.842 -1.5 -1.6 -0.1 0.00
O -2.125 -1.320 0.309 -1.4 -0.2 1.1 0.03
O -3.481 -3.056 0.890 1.4 0.4 0.7 0.00
H -4.667 -5.279 2.149 -0.1 0.0 0.0 0.00
H -6.303 -4.564 2.132 0.0 -0.3 -0.6 0.00
H -5.332 -4.200 3.412 0.9 0.5 0.1 0.00
H -5.322 -3.367 0.424 -0.3 -0.9 0.2 0.00
H -5.626 -1.645 2.699 0.7 0.0 0.5 0.00
H -6.193 -1.640 1.140 0.5 0.9 -0.9 0.00
C -1.098 4.440 2.160 -0.2 1.3 -0.8 0.00
C -0.232 5.224 3.114 -0.6 -4.2 0.9 0.00
C 0.740 6.145 2.436 -0.5 -1.8 1.5 0.00
O 0.162 7.323 2.801 -0.1 4.6 -0.8 0.00
C -0.718 7.265 3.801 -1.5 1.2 2.1 0.00
O -1.213 8.184 4.444 1.5 -1.8 -2.0 0.00
O -0.973 5.977 4.041 -0.3 0.7 0.2 0.00
H -2.035 4.005 2.505 0.5 -0.4 0.6 0.00
H -0.402 3.740 1.697 -0.6 -0.2 -0.3 0.00
H -1.456 5.175 1.438 0.1 -0.1 -0.6 0.00
H 0.246 4.454 3.720 0.5 0.2 0.1 0.00
H 0.715 5.946 1.364 0.5 0.5 0.1 0.00
H 1.668 6.057 3.001 0.7 0.0 -0.9 0.00
C 2.793 4.989 -0.637 -0.2 0.6 1.0 0.00
C 1.720 4.476 -1.529 0.6 1.0 -1.5 0.00
C 2.163 4.114 -3.012 1.1 0.4 3.4 0.00
O 1.521 2.875 -3.079 -0.5 -2.4 -3.4 0.00
C 1.198 2.313 -1.944 -2.4 2.8 2.1 0.01
O 0.577 1.314 -1.705 1.6 -0.3 -1.3 0.03
O 1.296 3.267 -0.986 0.2 -1.4 0.5 0.00
H 3.136 5.991 -0.895 0.5 -0.3 -0.4 0.00
H 3.544 4.210 -0.507 0.5 0.4 -0.5 0.00
H 2.414 5.114 0.377 -0.3 0.0 0.0 0.00
H 0.856 5.121 -1.689 -0.1 0.2 0.7 0.00
H 3.231 3.899 -3.057 0.1 0.3 -0.2 0.00
H 1.904 4.943 -3.671 -0.6 -0.9 -0.5 0.00
```
Positions in Å, forces in eV/Å.